# 1
The following is a quantum chemistry calculation of C23H28AlN10O2PS as an isolated structure at a distorted geometry, from the OMol25 dataset.

Structure (ORCA input):
```
! RIJCOSX wB97M-V def2-TZVPD def2/J DEFGRID3
* xyz 4 1
Al 7.640 -12.995 -9.672
C 5.412 -15.995 -11.675
C 5.702 -14.858 -10.985
N 6.929 -14.263 -11.037
C 7.817 -14.741 -11.920
C 7.442 -15.873 -12.693
N 6.290 -16.457 -12.602
C 9.120 -14.025 -11.863
C 10.298 -14.234 -12.571
C 11.434 -13.372 -12.354
C 11.282 -12.340 -11.419
C 10.086 -12.180 -10.692
N 9.034 -12.971 -11.001
C 9.785 -11.208 -9.676
C 10.536 -10.028 -9.345
N 10.132 -9.138 -8.465
C 8.927 -9.363 -7.912
C 8.109 -10.417 -8.247
N 8.545 -11.318 -9.138
C 12.716 -13.477 -13.134
C 13.591 -12.401 -13.158
C 14.729 -12.475 -13.957
N 15.079 -13.541 -14.667
C 14.263 -14.613 -14.574
C 13.038 -14.596 -13.923
H 4.524 -16.651 -11.579
H 4.979 -14.378 -10.371
H 8.005 -16.245 -13.551
H 10.374 -14.966 -13.359
H 12.206 -11.778 -11.108
H 11.509 -9.811 -9.798
H 8.633 -8.577 -7.258
H 7.116 -10.475 -7.772
H 13.360 -11.423 -12.666
H 15.372 -11.597 -14.127
H 14.612 -15.488 -15.157
H 12.336 -15.413 -14.056
S 8.877 -14.653 -8.289
C 9.662 -13.696 -7.068
N 8.988 -12.885 -6.199
C 9.971 -12.213 -5.287
C 11.307 -12.631 -5.856
N 10.978 -13.539 -6.941
H 7.986 -12.787 -6.073
H 9.915 -12.617 -4.281
H 9.782 -11.117 -5.234
H 11.957 -13.122 -5.114
H 11.947 -11.811 -6.219
H 11.625 -14.085 -7.524
N 3.396 -12.481 -5.821
C 3.819 -12.525 -7.295
P 5.470 -13.194 -7.383
O 6.268 -12.667 -6.221
O 6.073 -12.870 -8.835
C 5.278 -15.008 -7.296
N 6.214 -15.552 -6.233
H 2.713 -11.707 -5.713
H 4.204 -12.324 -5.186
H 2.951 -13.363 -5.513
H 3.870 -11.497 -7.671
H 3.058 -13.161 -7.803
H 5.612 -15.421 -8.291
H 4.249 -15.329 -7.045
H 6.110 -15.120 -5.327
H 7.217 -15.428 -6.510
H 6.086 -16.575 -6.108
*
```

Calculated values
energy above the lowest of the compared OMol25 structures with the same formula, charge and spin	0.621	eV
strongest force on any atom	3.5	eV/A
total energy	-69990.471	eV

Löwdin atomic charge list, values in e, 4 entries: 0.076 -0.026 -0.061 0.084

# 2
The following is a quantum chemistry calculation of C5H6O2 in the gas phase, from the OMol25 dataset.

Structure (ORCA input):
```
! RIJCOSX wB97M-V def2-TZVPD def2/J DEFGRID3
* xyz 0 1
O -1.668 -1.423 0.926
C -1.078 -0.712 0.126
C -1.528 0.322 -0.732
O -0.488 0.751 -1.515
C 0.630 0.199 -1.211
C 0.886 0.312 1.133
C 0.464 -0.642 -0.020
H 0.345 1.258 1.005
H -2.495 0.702 -1.004
H 1.515 0.540 -1.730
H 0.595 -0.117 2.096
H 1.956 0.531 1.118
H 0.987 -1.603 0.006
*
```

Calculated values
energy above the lowest of the compared OMol25 structures with the same formula, charge and spin	2.761	eV
strongest force on any atom	0.3	eV/A
total energy	-9374.335	eV

Löwdin atomic charge list, values in e, 4 entries: 0.030 -0.440 -0.027 0.050

# 3
The following is a quantum chemistry calculation of C20H15ClIrN2O7S as an isolated structure, from the OMol25 dataset.

Structure (ORCA input):
```
! RIJCOSX wB97M-V def2-TZVPD def2/J DEFGRID3
* xyz -1 1
Ir -0.089 0.037 0.244
S 0.397 0.160 2.527
C 1.995 0.054 1.879
C 3.254 0.057 2.484
C 4.360 -0.094 1.677
C 4.217 -0.251 0.296
C 2.949 -0.244 -0.241
N 1.884 -0.076 0.542
H 3.331 0.164 3.556
H 5.350 -0.098 2.117
H 5.074 -0.384 -0.349
H 2.755 -0.365 -1.299
O -0.118 0.109 -1.880
C -0.128 1.451 -2.464
C -0.014 2.533 -1.321
O -0.039 3.695 -1.682
O 0.182 2.106 -0.132
C -1.383 1.691 -3.282
C -1.403 2.795 -4.137
C -2.526 3.080 -4.891
C -3.653 2.270 -4.809
C -3.643 1.179 -3.960
C -2.515 0.892 -3.197
C 1.140 1.499 -3.312
C 1.159 0.889 -4.563
C 2.330 0.823 -5.301
C 3.502 1.371 -4.797
C 3.490 1.985 -3.553
C 2.317 2.049 -2.815
H -0.893 -0.393 -2.171
H -0.535 3.437 -4.187
H -2.525 3.945 -5.543
H -4.534 2.498 -5.396
H -4.515 0.547 -3.860
H -2.589 0.051 -2.520
H 0.246 0.463 -4.962
H 2.327 0.344 -6.272
H 4.418 1.320 -5.371
H 4.397 2.423 -3.154
H 2.317 2.542 -1.850
N -0.197 -3.080 0.322
C -0.159 -1.924 0.291
O -4.435 0.364 0.017
Cl -3.274 -0.445 0.185
O -3.217 -1.052 1.469
O -3.149 -1.408 -0.869
O -2.110 0.514 0.051
*
```

Calculated values
energy above the lowest of the compared OMol25 structures with the same formula, charge and spin	0.288	eV
strongest force on any atom	0.9	eV/A
total energy	-64489.903	eV

Löwdin atomic charge list, values in e, 4 entries: 1.143 0.672 -0.714 -0.074

# 4
The following is a quantum chemistry calculation of C31H52F2IN2NbO9P as an isolated structure at a distorted geometry, from the OMol25 dataset.

Structure (ORCA input):
```
! RIJCOSX wB97M-V def2-TZVPD def2/J DEFGRID3
* xyz -1 1
C -1.190 3.014 4.731
C -0.187 3.420 3.989
C 0.962 3.870 2.974
C 0.421 4.061 1.431
C 1.547 3.768 0.331
Nb 1.381 1.789 -0.794
C 1.634 -0.120 -2.003
C 0.368 -0.560 -2.899
F -0.788 -1.025 -2.140
C -0.594 2.274 -1.791
C -1.187 3.760 -1.643
C -2.598 3.848 -0.802
N -3.553 2.733 -1.131
C -4.559 2.719 -0.010
C -5.379 1.302 0.031
C -5.570 0.375 -1.226
C -6.366 -0.990 -0.968
C -6.926 -1.381 0.471
C -6.718 -0.431 1.709
C -5.942 0.913 1.480
O -5.733 1.763 2.650
C 2.375 2.891 -2.575
O 1.836 4.022 -2.901
N 3.576 2.408 -3.321
C 3.299 2.146 -4.742
O 2.640 2.904 -5.519
F 3.843 0.935 -5.316
C 0.465 0.680 0.992
I -1.695 0.717 1.172
C 1.136 -0.778 1.293
C 0.413 -2.052 0.660
P 3.817 1.351 0.040
O 4.329 -0.047 -0.436
O 4.858 2.621 -0.508
O 3.759 1.339 1.781
H -1.934 2.476 5.419
H 1.474 4.863 3.240
H 1.763 3.043 2.949
H -0.583 3.532 1.302
H 0.180 5.204 1.369
H 2.576 3.829 0.889
H 1.569 4.689 -0.389
H 2.040 -0.987 -1.335
H 2.499 0.052 -2.772
H 0.092 0.207 -3.733
H 0.727 -1.497 -3.500
H -1.400 1.430 -1.718
H -0.312 2.200 -2.932
H -0.456 4.583 -1.328
H -1.532 4.096 -2.713
H -2.449 4.045 0.317
H -3.107 4.819 -1.216
H -4.036 3.070 -1.996
H -5.313 3.600 -0.152
H -4.056 2.790 1.038
H -5.151 0.658 -2.261
H -6.539 -1.750 -1.820
H -7.505 -2.357 0.656
H -7.105 -0.645 2.782
H -4.753 1.835 2.819
H 4.039 1.606 -2.858
H 0.838 1.320 1.901
H 2.255 -0.841 1.032
H 1.087 -0.897 2.455
H 1.037 -2.566 -0.182
H 0.343 -2.864 1.498
H -0.643 -1.924 0.249
H 4.316 3.439 -0.610
H 3.974 2.271 2.034
C 0.645 -6.207 -4.646
C 0.292 -5.030 -3.775
O 1.129 -4.488 -3.075
C -1.134 -4.549 -3.804
H 1.705 -6.443 -4.524
H 0.056 -7.078 -4.350
H 0.460 -5.962 -5.695
H -1.802 -5.346 -3.470
H -1.398 -4.230 -4.814
H -1.242 -3.696 -3.128
C 4.483 -5.097 -1.623
C 5.413 -4.508 -0.597
O 5.680 -5.103 0.434
C 5.998 -3.155 -0.896
H 4.135 -6.074 -1.278
H 3.617 -4.445 -1.757
H 5.009 -5.228 -2.572
H 5.197 -2.419 -0.998
H 6.592 -3.199 -1.812
H 6.648 -2.851 -0.072
C -0.846 -0.732 7.891
C -1.090 -0.740 6.405
O -1.448 0.266 5.817
C -0.873 -2.037 5.673
H -1.041 0.269 8.285
H -1.520 -1.438 8.382
H 0.194 -0.993 8.098
H -1.548 -2.802 6.065
H 0.165 -2.357 5.782
H -1.086 -1.894 4.611
*
```

Calculated values
strongest force on any atom	6.5	eV/A
total energy	-78760.183	eV

Löwdin atomic charge list, values in e, 4 entries: 0.043 -0.111 -0.211 -0.299

# 5
The following is a quantum chemistry calculation of a 2-piece molecular cluster, C3H5Br2O3S overall at a distorted geometry, from the OMol25 dataset.

Structure (ORCA input):
```
! RIJCOSX wB97M-V def2-TZVPD def2/J DEFGRID3
* xyz -1 1
C 0.069 2.033 0.332
C -0.772 0.001 -1.114
C -0.033 0.742 -0.295
O -0.222 -3.217 0.453
O 2.002 -3.211 1.784
O 1.947 -3.521 -0.671
S 1.212 -3.092 0.525
Br -3.879 4.237 0.105
Br 1.729 -0.377 0.256
H -0.301 2.019 1.489
H -0.663 2.644 -0.227
H 1.077 2.474 0.361
H -1.637 0.347 -1.614
H -0.530 -1.080 -1.384
*
```

Calculated values
energy above the lowest of the compared OMol25 structures with the same formula, charge and spin	2.359	eV
strongest force on any atom	3.8	eV/A
total energy	-160254.530	eV

Löwdin atomic charge list, values in e, 4 entries: -0.164 -0.012 -0.519 -0.296